89
Properties=species:S:1:pos:R:3:forces:R:3:mulliken_charge:R:1 method="wB97M-V/def2-TZVPD" charge=-2 homo_lumo_gap_ev="3.962 / 4.966" lumo_energy_ev="1.571 / 2.669" e_above_lowest_kcal_mol=12.2 energy_ev=-213912.938
Cs 0.11957 -1.02985 -0.97180 0.08 0.59 0.46 0.90
O -5.20076 0.99999 -0.85421 -0.08 -0.03 -0.07 -0.27
C -5.13050 2.34618 -0.40788 0.05 0.06 0.02 -1.25
C -3.69851 2.86613 -0.23193 -0.06 0.04 0.01 2.01
C -3.78093 4.32735 0.22545 0.03 -0.08 0.02 -1.31
O -4.44637 5.20070 -0.69562 0.01 0.01 -0.01 -0.57
C -2.94328 2.81035 -1.55868 0.03 -0.03 0.19 -1.52
Se -2.54003 1.02956 -2.19542 -0.09 0.05 -0.25 -0.13
C -2.97720 2.06616 0.86245 0.00 0.00 0.01 -0.95
Se -1.05121 2.42414 1.07694 0.07 -0.15 -0.08 -0.49
H -4.71140 0.45805 -0.22359 0.02 0.01 -0.01 0.18
H -5.66968 2.45928 0.54167 0.00 0.00 0.02 0.35
H -5.64399 2.94289 -1.16255 -0.04 -0.02 0.02 0.41
H -2.76766 4.67514 0.43750 0.01 0.01 0.04 0.40
H -4.35749 4.37452 1.15181 -0.02 0.03 -0.01 0.47
H -3.84028 5.37213 -1.42145 0.00 -0.02 0.00 0.35
H -1.94431 3.22581 -1.38155 -0.05 0.07 -0.09 0.47
H -3.46547 3.36294 -2.33923 0.02 -0.03 -0.05 0.52
H -3.05680 0.99950 0.63985 -0.02 0.01 0.03 0.11
H -3.48910 2.23717 1.81291 -0.01 0.02 0.01 0.48
C 2.17642 3.94702 1.60509 -0.03 0.05 -0.07 -1.29
P 2.48499 2.22837 1.03150 0.01 0.09 0.01 0.43
C 3.82338 1.74845 2.19885 -0.12 -0.10 0.06 0.27
C 3.37912 1.21057 3.41253 0.00 0.02 -0.06 -0.62
C 4.27661 0.71209 4.34057 0.08 0.02 0.01 -0.64
C 5.64001 0.72520 4.06346 -0.05 -0.03 0.07 -0.50
C 6.09076 1.25092 2.86513 0.01 0.02 -0.11 -0.51
C 5.18804 1.76367 1.93825 0.08 -0.04 0.04 -0.08
C 3.40945 2.49050 -0.53475 -0.01 -0.03 -0.06 0.28
C 3.17474 1.51602 -1.50560 -0.11 0.25 0.35 -0.17
C 3.81093 1.54537 -2.73620 0.00 -0.07 -0.02 -0.52
C 4.68964 2.58195 -3.01488 0.00 0.01 -0.01 -0.53
C 4.91950 3.57554 -2.06955 0.01 0.02 0.00 -0.63
C 4.28427 3.53222 -0.83641 0.02 -0.03 0.00 0.05
H 1.47964 4.41638 0.90904 0.00 -0.01 0.03 0.43
H 3.08580 4.54252 1.70019 0.02 0.00 0.00 0.43
H 1.67476 3.89197 2.57120 0.01 -0.01 0.00 0.42
H 2.31233 1.15374 3.60531 0.01 -0.01 -0.01 0.45
H 3.91329 0.28760 5.26873 0.00 0.00 0.00 0.39
H 6.34536 0.30600 4.77060 -0.01 0.00 0.00 0.37
H 7.14686 1.23173 2.62844 0.01 0.00 0.00 0.33
H 5.55510 2.14023 0.99189 0.00 -0.01 0.00 0.21
H 2.45305 0.75436 -1.23312 0.19 -0.13 -0.36 -0.22
H 3.62533 0.75925 -3.45678 0.00 0.00 0.01 0.44
H 5.19212 2.62476 -3.97375 0.00 -0.01 0.00 0.39
H 5.60081 4.38696 -2.29791 0.00 0.00 0.01 0.39
H 4.47715 4.30874 -0.10557 0.00 0.01 0.00 0.30
N 5.76680 -0.65135 -0.56772 0.01 0.02 -0.13 0.05
C 5.96122 -1.36212 0.56313 -0.01 0.09 0.25 -0.33
O 7.06642 -1.54781 1.05476 -0.03 0.00 -0.08 -0.73
C 4.72506 -1.88596 1.23352 -0.03 -0.04 -0.04 1.31
C 4.85370 -2.96876 2.08893 0.02 -0.03 0.02 -0.61
C 3.72044 -3.47853 2.69452 0.01 0.01 0.01 -0.50
C 2.50100 -2.87622 2.42548 -0.17 0.02 0.01 -0.64
N 2.35472 -1.82079 1.62814 0.18 0.01 -0.04 -0.15
C 3.45565 -1.34304 1.05151 0.06 -0.09 -0.01 -0.16
H 6.59880 -0.36857 -1.05873 -0.03 0.00 0.00 0.25
H 4.91514 -0.74666 -1.10693 -0.07 -0.01 -0.03 -0.11
H 5.83672 -3.39040 2.25349 0.00 0.00 0.00 0.46
H 3.77137 -4.33163 3.35764 -0.01 0.00 0.00 0.44
H 1.58921 -3.26129 2.86970 0.00 -0.01 0.00 0.43
H 3.32064 -0.47680 0.41777 0.01 0.03 -0.03 0.14
F -3.94960 -1.83204 -0.50437 -0.03 -0.04 -0.04 -0.27
C -5.16225 -2.30698 -0.82826 0.00 0.06 0.05 0.57
C -6.17263 -2.08400 0.05443 0.10 0.06 0.01 0.36
F -5.87531 -1.40394 1.16850 -0.04 -0.03 -0.01 -0.41
C -7.50306 -2.52750 -0.15338 -0.11 0.01 0.05 0.31
C -7.67291 -3.21811 -1.38196 0.03 0.00 -0.02 0.28
C -6.66239 -3.43968 -2.26553 -0.04 -0.01 0.04 0.02
F -6.96422 -4.09313 -3.39425 0.01 0.00 0.00 -0.35
C -5.32877 -3.00202 -2.05229 0.13 -0.01 -0.09 0.19
C -4.28022 -3.23304 -2.96808 -0.14 -0.04 0.07 0.71
C -2.97441 -2.70031 -2.81780 0.00 0.05 -0.04 -0.29
N -1.90124 -2.27951 -2.77647 -0.18 -0.17 -0.11 -0.40
C -4.43708 -4.02728 -4.13762 0.03 0.03 -0.07 -0.03
N -4.49759 -4.66150 -5.09891 0.01 -0.01 0.01 -0.68
F -8.88921 -3.67462 -1.70599 -0.01 -0.01 -0.01 -0.35
C -8.54972 -2.30805 0.76352 0.05 0.00 -0.03 0.58
C -9.88182 -2.76308 0.55922 0.00 -0.07 0.02 -0.02
N -10.97557 -3.11954 0.47298 -0.01 0.04 -0.01 -0.67
C -8.38314 -1.62749 2.00166 -0.01 0.04 0.01 0.11
N -8.33758 -1.09101 3.02146 0.00 -0.02 0.00 -0.66
O 3.16775 -1.65100 -2.04793 0.08 0.03 0.01 -0.29
N 3.86810 -2.68582 -2.25586 0.15 0.27 -0.05 -0.43
C 3.36468 -3.83641 -1.84306 -0.15 -0.28 0.10 0.58
C 4.12038 -5.03039 -2.02342 0.01 0.03 0.00 0.09
N 4.71560 -6.00844 -2.15067 0.01 -0.01 -0.01 -0.56
C 2.07973 -3.87804 -1.22461 0.08 0.08 -0.09 0.35
N 1.03159 -3.78740 -0.75747 0.03 -0.54 0.12 -0.63